# 1
{
  "formula": "C4H12NO2P",
  "method": "ωB97M-V with the def2-TZVPD basis set",
  "lumo_ev": 0.17,
  "gap_ha": 0.307,
  "e_above_lowest_kcal_mol": 151.3,
  "homo_energy_ev": -8.177,
  "symbols": ["C", "C", "C", "C", "N", "O", "O", "P", "H", "H", "H", "H", "H", "H", "H", "H", "H", "H", "H", "H"],
  "coordinates": [[1.5314, -1.5455, 1.4219], [0.0752, 1.7197, -2.0052], [0.7792, -0.3211, 1.6580], [-0.6505, 0.5484, -1.4293], [-1.0845, 1.5859, 1.0554], [-0.7185, -2.5689, -0.2403], [-2.0692, 0.4660, 0.8425], [-0.5954, 0.1645, 0.3557], [0.8019, -2.4004, 1.2083], [2.2166, -1.4557, 0.5527], [2.1540, -1.7165, 2.3141], [-0.2442, 1.6117, -2.9960], [-0.1719, 2.6625, -1.5179], [1.1743, 1.5666, -1.9645], [1.5976, 0.4668, 1.6522], [0.2296, -0.5118, 2.5737], [-0.5476, -0.4384, -1.8371], [-1.7332, 0.8051, -1.4613], [-1.1749, 2.2490, 0.3333], [-1.5700, -2.8879, -0.5162]],
  "atomic_forces_ev_per_a": [[0.246, -2.920, -1.371], [1.938, -0.835, 1.179], [0.017, 1.113, -1.460], [-1.241, -0.661, 1.681], [0.510, 0.404, 1.923], [0.872, 2.186, 0.521], [-0.936, -0.274, 0.474], [1.997, -2.324, 0.529], [1.214, 0.898, 0.347], [-0.376, -0.171, 0.450], [-0.195, -0.214, -0.276], [-0.153, 0.951, -1.787], [-0.120, -0.002, -0.359], [-0.586, 0.267, -0.135], [-1.854, 0.052, 0.363], [-0.387, 1.044, 0.159], [0.390, -0.316, -0.956], [0.441, -0.474, -0.006], [-1.048, 1.250, -1.157], [-0.727, 0.028, -0.119]]
}

# 2
{
  "formula": "C5H12O",
  "method": "ωB97M-V with the def2-TZVPD basis set",
  "lumo_ev": 0.76,
  "gap_ha": 0.288,
  "e_above_lowest_kcal_mol": 92.0,
  "homo_energy_ev": -7.085,
  "symbols": ["C", "C", "C", "C", "C", "O", "H", "H", "H", "H", "H", "H", "H", "H", "H", "H", "H", "H"],
  "coordinates": [[1.0922, -0.4083, -1.6550], [0.7576, -0.2137, -0.1927], [1.9125, 0.2813, 0.6583], [-1.7928, -0.0139, -0.4335], [-2.2787, -0.1911, 0.9911], [-0.3235, 0.7697, -0.1522], [0.2052, -0.7930, -2.1636], [1.3840, 0.5441, -2.1101], [1.9185, -1.1181, -1.7624], [0.3384, -1.1363, 0.2212], [1.6089, 0.4242, 1.7035], [2.7111, -0.4673, 0.6516], [2.3211, 1.2217, 0.2731], [-2.3060, 0.8660, -0.8567], [-3.2870, -0.6193, 0.9260], [-2.3658, 0.7179, 1.6262], [-1.6757, -0.9231, 1.5493], [-0.3422, 1.1839, 0.7294]],
  "atomic_forces_ev_per_a": [[-0.012, -0.008, -0.015], [0.201, -0.098, -0.017], [0.037, 0.015, 0.011], [-0.120, 0.290, 0.191], [-0.050, -0.123, 0.133], [-0.025, 0.015, 0.141], [0.141, 0.059, 0.030], [-0.004, -0.117, 0.082], [-0.130, 0.066, 0.028], [0.050, 0.096, -0.054], [0.030, -0.002, -0.156], [-0.112, 0.116, -0.011], [-0.066, -0.117, 0.035], [0.066, -0.146, 0.036], [0.110, 0.065, -0.002], [0.036, -0.090, -0.173], [-0.111, 0.074, -0.103], [-0.042, -0.095, -0.157]]
}

# 3
{
  "formula": "C9H14",
  "method": "ωB97M-V with the def2-TZVPD basis set",
  "lumo_ev": 1.06,
  "gap_ha": 0.367,
  "e_above_lowest_kcal_mol": 37.1,
  "homo_energy_ev": -8.933,
  "smiles": "Cc1ccccc1.CC",
  "symbols": ["C", "C", "C", "C", "C", "C", "C", "H", "H", "H", "H", "H", "H", "H", "H", "C", "C", "H", "H", "H", "H", "H", "H"],
  "coordinates": [[0.0173, -0.2119, 2.0564], [-0.9025, 0.1529, 0.9800], [-1.7097, -0.8112, 0.4619], [-2.5914, -0.6244, -0.6378], [-2.3662, 0.5644, -1.3648], [-1.6442, 1.6260, -0.7604], [-0.8993, 1.4023, 0.3985], [0.9180, 0.5436, 2.0080], [0.4485, -1.1881, 1.8190], [-0.2100, -0.1476, 3.1533], [-1.6372, -1.8623, 0.7493], [-3.3742, -1.3457, -0.7425], [-2.6440, 0.8303, -2.3570], [-1.5489, 2.5603, -1.2907], [-0.4044, 2.2349, 0.8056], [1.7043, -0.6747, -1.0469], [2.9000, -0.3190, -0.2309], [1.2107, 0.2591, -1.3980], [2.1606, -0.9039, -1.9466], [0.9469, -1.3613, -0.5861], [3.5582, 0.3705, -0.8035], [2.6767, 0.2219, 0.7503], [3.3907, -1.3162, -0.0171]],
  "atomic_forces_ev_per_a": [[3.584, 1.537, 1.397], [-0.151, 0.242, 0.267], [-1.848, -1.451, -1.573], [1.885, 1.775, 0.632], [0.084, 0.767, 1.418], [0.634, -1.709, -0.065], [-1.733, 0.280, -1.092], [-1.438, -1.457, 0.029], [-0.009, -0.009, 0.403], [-0.707, -0.261, -1.133], [-0.115, 0.380, 0.767], [-0.012, -0.435, -0.988], [-1.154, -0.477, -0.584], [-0.051, 0.129, -0.032], [0.928, 0.726, 0.674], [-1.736, 2.101, 0.564], [0.774, -0.021, 2.124], [-0.357, -0.431, 0.751], [0.237, -1.936, -2.049], [0.969, 0.444, -0.759], [-0.179, -0.699, 0.352], [0.273, -0.907, -1.182], [0.123, 1.411, 0.080]]
}

# 4
{
  "formula": "C40H39BrMnN4O4",
  "method": "ωB97M-V with the def2-TZVPD basis set",
  "lumo_ev": [-3.25, -3.25],
  "gap_ha": [0.245, 0.245],
  "charge": 1,
  "homo_energy_ev": [-9.932, -9.933],
  "symbols": ["Mn", "Br", "C", "C", "C", "C", "O", "C", "C", "N", "C", "C", "C", "C", "C", "C", "C", "C", "N", "C", "C", "H", "H", "H", "H", "H", "H", "H", "H", "H", "H", "O", "C", "C", "C", "C", "N", "C", "C", "C", "C", "C", "C", "O", "C", "C", "N", "H", "H", "H", "H", "H", "H", "H", "H", "H", "H", "H", "H", "C", "C", "C", "C", "C", "C", "C", "C", "C", "C", "C", "C", "O", "H", "H", "H", "H", "H", "H", "H", "H", "H", "H", "H", "H", "H", "H", "H", "H", "H"],
  "coordinates": [[0.5726, 0.2325, 0.2747], [6.7190, -3.2077, 2.4301], [5.3394, -2.2044, 1.6304], [5.3480, -1.9917, 0.2492], [4.3404, -1.2737, -0.3569], [3.2793, -0.7637, 0.3949], [2.3282, -0.0771, -0.2309], [3.2899, -0.9601, 1.7760], [2.2463, -0.4443, 2.6126], [1.1536, 0.0877, 2.2144], [0.1557, 0.4539, 3.1682], [0.0785, 0.0620, 4.4688], [-0.9880, 0.5073, 5.2899], [-1.9551, 1.3301, 4.7963], [-1.9048, 1.7318, 3.4378], [-2.8508, 2.5943, 2.8365], [-2.7202, 2.9305, 1.5228], [-1.6532, 2.3793, 0.7863], [-0.7524, 1.5883, 1.3112], [-0.8569, 1.2687, 2.6328], [4.3306, -1.6802, 2.3910], [6.1592, -2.3932, -0.3444], [4.3424, -1.0985, -1.4250], [2.4191, -0.5346, 3.6849], [0.8120, -0.6081, 4.8984], [-1.0246, 0.1815, 6.3208], [-2.7703, 1.6720, 5.4219], [-3.6764, 2.9728, 3.4290], [-3.4275, 3.5840, 1.0296], [-1.5392, 2.6060, -0.2691], [4.3201, -1.8273, 3.4649], [0.5780, 0.5813, -6.6185], [0.3247, -0.6412, -5.9555], [0.2634, -0.3870, -4.4760], [-0.1352, -1.3911, -3.6026], [-0.1648, -1.1349, -2.2477], [0.1778, 0.0560, -1.7478], [0.5784, 1.0168, -2.5765], [0.6270, 0.8405, -3.9438], [1.0277, 2.2499, -1.8884], [1.3947, 3.4062, -2.5450], [1.8525, 4.4926, -1.8107], [2.2932, 5.7473, -2.5260], [3.4187, 5.4989, -3.3526], [1.9188, 4.3692, -0.4315], [1.5033, 3.1887, 0.1584], [1.0562, 2.1575, -0.5530], [0.6152, 0.4268, -7.5668], [1.1178, -1.3711, -6.1445], [-0.6191, -1.0895, -6.2768], [-0.4276, -2.3694, -3.9649], [-0.4792, -1.8794, -1.5332], [0.9518, 1.6301, -4.6042], [1.3447, 3.4730, -3.6240], [2.4768, 6.5469, -1.8061], [1.5020, 6.0791, -3.1960], [4.1993, 5.3805, -2.8016], [2.2834, 5.1811, 0.1856], [1.5189, 3.0603, 1.2337], [-4.1893, 0.7873, 0.5443], [-3.1237, 0.0346, -0.2601], [-3.4797, 0.0714, -1.7528], [-2.9467, -1.3955, 0.2236], [-4.0692, -2.2162, 0.3139], [-3.9704, -3.5400, 0.6937], [-2.7155, -4.0553, 0.9631], [-1.5608, -3.2789, 0.8893], [-0.2432, -3.9731, 1.2045], [0.2170, -3.6575, 2.6292], [0.8741, -3.7527, 0.1823], [-1.6950, -1.9226, 0.5551], [-0.5977, -1.1116, 0.5218], [-4.1845, 1.8534, 0.2974], [-4.0290, 0.6799, 1.6198], [-5.1901, 0.4122, 0.3176], [-2.1726, 0.5446, -0.1342], [-4.4084, -0.4760, -1.9374], [-2.6997, -0.3869, -2.3643], [-3.6234, 1.1010, -2.0979], [-5.0429, -1.8057, 0.0659], [-4.8514, -4.1640, 0.7642], [-2.6134, -5.1017, 1.2334], [-0.4695, -5.0406, 1.1713], [0.3768, -2.5858, 2.7344], [1.1484, -4.1807, 2.8718], [-0.5419, -3.9522, 3.3563], [1.2267, -2.7255, 0.1766], [0.5345, -4.0017, -0.8273], [1.7269, -4.3973, 0.4131]],
  "atomic_forces_ev_per_a": [[0.113, 1.782, -0.139], [0.062, -0.032, 0.041], [-0.003, 0.016, -0.073], [0.005, 0.032, -0.131], [0.225, -0.116, -0.090], [-0.389, 0.412, -0.433], [0.233, -0.647, 0.028], [-0.117, -0.048, 0.438], [0.315, -0.184, 0.373], [-0.443, 0.130, -0.005], [0.350, -0.133, -0.444], [-0.081, -0.130, 0.478], [0.192, -0.092, -0.084], [-0.058, 0.018, -0.113], [-0.190, 0.170, 0.118], [0.088, 0.152, 0.189], [0.535, 0.457, 0.182], [0.152, 0.587, 0.066], [-0.010, -0.734, 0.111], [-0.046, 0.197, -0.236], [-0.067, 0.049, 0.045], [-0.026, -0.004, 0.004], [0.014, -0.024, 0.021], [0.035, -0.033, -0.024], [-0.035, 0.014, -0.009], [0.008, -0.006, -0.023], [0.029, 0.012, -0.016], [0.038, -0.009, -0.020], [0.144, 0.042, 0.093], [-0.053, -0.012, 0.028], [-0.010, 0.014, -0.038], [-0.020, -0.087, 0.007], [0.020, 0.135, 0.039], [-0.002, -0.022, -0.053], [-0.023, -0.031, -0.011], [-0.058, 0.134, -0.181], [-0.078, -0.453, 0.352], [0.153, 0.277, 0.162], [-0.043, 0.033, -0.221], [-0.146, -0.182, -0.100], [0.100, 0.141, -0.086], [-0.006, 0.046, -0.053], [0.099, -0.093, -0.051], [-0.100, 0.036, 0.042], [-0.015, 0.024, 0.081], [-0.046, -0.035, -0.008], [0.166, -0.423, 0.289], [0.009, -0.007, -0.001], [0.050, -0.036, -0.026], [-0.064, 0.005, -0.023], [0.017, 0.032, 0.000], [0.042, -0.015, -0.049], [0.003, -0.026, 0.008], [0.009, -0.014, 0.039], [0.059, 0.033, 0.028], [-0.045, 0.031, -0.022], [0.001, -0.005, 0.003], [-0.024, -0.023, -0.014], [0.009, -0.020, -0.016], [-0.312, -0.308, -0.190], [-0.184, -0.187, -0.143], [-0.031, -0.003, 0.019], [-0.453, 0.164, -0.062], [-0.003, 0.092, -0.078], [-0.007, 0.018, 0.012], [0.120, -0.006, -0.025], [0.072, -0.376, 0.028], [0.027, 0.056, 0.019], [0.053, -0.011, -0.015], [-0.039, -0.051, -0.020], [0.712, 0.664, -0.022], [-0.638, -0.857, 0.372], [-0.245, -0.456, -0.117], [-0.062, -0.032, -0.166], [0.047, -0.072, -0.022], [-0.199, -0.348, -0.177], [0.051, 0.056, 0.001], [-0.044, 0.013, 0.032], [0.011, -0.052, 0.027], [0.056, -0.007, 0.013], [0.015, 0.007, -0.011], [0.004, 0.053, -0.008], [-0.028, -0.049, 0.033], [0.070, 0.150, 0.047], [-0.084, 0.067, -0.048], [0.016, 0.001, -0.023], [0.052, 0.117, 0.009], [0.013, -0.001, 0.044], [-0.064, 0.025, -0.002]]
}